Record 1
Entry from OMol25: a molecular structure, C2H2BrIO at a distorted geometry (ωB97M-V/def2-TZVPD).

Its highest occupied orbital energy (spin up / spin down) is -8.86 / -8.34 eV. The max |F| comes out at 0.0804 hartree/bohr. As for the energy above the lowest of the compared OMol25 structures with the same formula, charge and spin: 3.367 eV. The value obtained for the lowest unoccupied orbital energy (spin up / spin down) is -0.41 / -1.69 eV.

Each line ends with the Löwdin charge.
Cartesian coordinates (Å):
C (-0.99719, -1.11929, 0.02017)  -0.69
C (1.39310, 0.70103, 0.17053)  -0.51
O (-1.02478, -2.28095, -0.21842)  -0.05
Br (0.12171, 1.95213, -0.28811)  0.56
I (-2.61939, 0.15499, -0.37034)  0.74
H (1.98357, 0.14377, -0.49481)  -0.02
H (1.14298, 0.44832, 1.18099)  -0.03

=====

Record 2
Entry from OMol25: a single C2H2BrNO2 molecule at a distorted geometry (ωB97M-V/def2-TZVPD).

Its highest occupied orbital energy (spin up / spin down) is -10.15 / -9.33 eV. Its structure (SMILES) is C=C(Br)[N+](=O)[O-]. The max |F| comes out at 0.1826 hartree/bohr. As for the energy above the lowest of the compared OMol25 structures with the same formula, charge and spin: 7.565 eV. The value obtained for the lowest unoccupied orbital energy (spin up / spin down) is -1.72 / -1.12 eV.

Each line ends with the Löwdin charge.
Cartesian coordinates (Å):
C (-1.35036, 0.68477, -0.02145)  0.16
C (0.48383, 0.26465, -0.01573)  -0.69
N (0.71902, -1.10914, -0.21550)  -0.47
O (-0.08746, -1.91498, -0.55988)  0.10
O (1.89284, -1.27069, 0.22148)  -0.01
Br (1.58803, 1.61626, -0.07515)  0.92
H (-1.35043, 1.73729, 0.14166)  -0.01
H (-1.89548, -0.00817, 0.52456)  -0.01

=====

Record 3
Entry from OMol25: 2 unconnected molecules or ions with the total composition C2H2BrO2S2 at a distorted geometry (ωB97M-V/def2-TZVPD).

Its highest occupied orbital energy (spin up / spin down) is -3.35 / -3.82 eV. The max |F| comes out at 0.0551 hartree/bohr. As for the energy above the lowest of the compared OMol25 structures with the same formula, charge and spin: 1.709 eV. The charge is -1. The value obtained for the lowest unoccupied orbital energy (spin up / spin down) is 1.95 / 2.20 eV.

Each line ends with the Löwdin charge.
Cartesian coordinates (Å):
C (0.04252, -0.05246, 1.17695)  -0.77
C (-0.81677, 0.24114, -0.00802)  -1.15
O (1.16368, 0.64576, 1.21522)  0.00
O (-0.35800, -0.78156, 2.05933)  0.01
S (1.24016, -1.49509, -1.57520)  0.00
S (-0.49486, 1.48783, -1.03088)  0.59
Br (-2.57332, -0.55872, 0.22665)  0.64
H (0.56882, -0.78560, -2.45336)  -0.43
H (1.22775, 1.29868, 0.38932)  0.09

=====

Record 4
Entry from OMol25: a molecular structure, C2H2CdLiO2 at a distorted geometry (ωB97M-V/def2-TZVPD).

Its highest occupied orbital energy is -12.97 eV. The max |F| comes out at 0.2546 hartree/bohr. As for the energy above the lowest of the compared OMol25 structures with the same formula, charge and spin: 3.283 eV. The charge is +1. The value obtained for the lowest unoccupied orbital energy is -8.30 eV.

Each line ends with the Löwdin charge.
Cartesian coordinates (Å):
C (-0.51076, 0.55461, 1.19738)  0.12
C (0.48025, -0.33011, 0.62486)  -0.36
O (0.42165, -0.63141, -0.66464)  -0.40
O (-1.75159, 0.58932, 0.72776)  0.12
H (-0.16363, -0.86634, 1.67196)  0.26
Cd (0.09743, -0.02666, -3.08307)  0.88
Li (-0.04010, 0.87509, -1.58911)  0.22
H (1.46676, -0.16450, 1.11486)  0.16

=====

Q: max |F| of number 3 (C2H2BrO2S2)?
A: 0.0551 hartree/bohr

=====

Q: Which of these has the highest max |F|?
A: C2H2CdLiO2